Entry from OMol25: the molecule C5H11BO2 (wB97M-V/def2-TZVPD).

Frontier orbital gap = 0.40733 Ha
Lowest unoccupied orbital energy = 0.79 eV
Total charge = 0

Last column: natural (NBO) charge in e.
Cartesian coordinates (Å):
C1 0.0206 -2.1004 -0.3349  -0.64
C2 -0.6496 -0.8203 0.3375  0.08
O1 -1.9675 -0.5225 -0.1316  -0.70
B1 -2.0773 0.8049 -0.6835  0.93
O2 -0.9284 1.4876 -0.5689  -0.72
C3 0.1234 0.5235 0.0989  0.26
C4 0.5850 1.3505 1.3119  -0.64
C5 1.3083 0.3992 -0.7901  -0.65
H1 -0.7625 -2.8911 -0.5239  0.23
H2 0.6884 -2.4851 0.4594  0.21
H3 0.5398 -1.9507 -1.3035  0.21
H4 -0.5602 -0.9734 1.4316  0.18
H5 -3.1014 1.2830 -1.1121  -0.09
H6 1.1312 2.2803 1.0105  0.23
H7 1.2372 0.7835 2.0184  0.21
H8 -0.3462 1.4876 1.9127  0.22
H9 1.4098 1.4028 -1.2568  0.23
H10 1.1629 -0.2745 -1.6144  0.21
H11 2.1865 0.2150 -0.2611  0.22